1.
Density functional theory data (ωB97M-V/def2-TZVPD) for C63H71Ge2INS5SbSc as an isolated structure.

As for the charge: -1. For the HOMO energy, the calculation gives -4.12 eV. The calculation puts the calculated total energy at -9941.7739 hartree. As for the relative energy (zero: lowest compared OMol25 entry of this formula, charge and spin): 101.1 kcal/mol. The HOMO-LUMO gap comes out at 0.2100 Eh.

Each line ends with the Löwdin charge.
Geometry (Å):
I (3.26, -1.72, 0.79)  0.434
Sb (1.46, -4.20, -0.44)  1.074
Ge (0.17, -0.15, 2.18)  0.483
Ge (-0.82, 2.08, -0.40)  0.502
Sc (0.42, -1.35, -0.14)  -0.273
S (-1.66, -0.03, -0.91)  0.133
S (-0.49, -3.60, 0.59)  0.180
S (-1.94, -0.38, 1.10)  0.106
S (1.84, -1.58, -4.87)  0.980
S (1.12, 1.11, 0.42)  0.085
N (-1.11, -2.57, -2.37)  0.019
C (-5.25, 0.46, -2.58)  -0.275
C (-2.95, -3.62, -3.47)  -0.074
C (-1.53, 0.68, 4.64)  -0.214
C (-0.64, 2.92, -2.31)  -0.219
C (3.69, 4.03, -0.88)  -0.011
C (3.00, -0.74, -3.92)  -0.452
C (4.65, 1.50, 2.78)  -0.273
C (-3.81, -2.25, 3.91)  -0.018
C (0.80, -1.75, -3.46)  -0.538
C (-3.88, 0.52, 3.77)  -0.239
C (-4.95, -1.63, 3.43)  -0.275
C (0.19, 4.76, -3.72)  -0.063
C (2.70, 3.00, -3.25)  -0.200
C (4.04, 2.87, -2.93)  -0.020
C (-0.43, -6.66, -0.74)  -0.219
C (0.62, 2.00, 5.81)  -0.043
C (-4.05, 2.44, -1.84)  -0.229
C (-0.57, 1.89, 6.50)  -0.075
C (1.83, 3.63, -2.35)  -0.135
C (0.80, -6.03, -1.39)  -0.413
C (1.93, -4.89, 2.55)  -0.229
C (1.63, 3.80, 3.01)  -0.030
C (4.13, -4.78, -1.74)  -0.175
C (-0.47, -2.44, -3.54)  -0.315
C (-1.03, -2.94, -4.73)  -0.042
C (-1.48, -2.28, 4.79)  -0.027
C (-1.63, 1.22, 5.92)  -0.047
C (6.02, 1.48, 2.17)  -0.048
C (-2.69, -1.52, 4.30)  -0.218
C (2.33, 4.17, -1.17)  -0.212
C (1.33, -1.20, -2.31)  -0.278
C (2.53, 2.62, 3.19)  -0.231
C (-3.06, 2.20, -2.80)  -0.194
C (1.44, 4.94, -0.23)  -0.040
C (-2.07, 4.08, -3.95)  -0.057
C (2.92, 0.38, 4.05)  -0.242
C (-4.28, 0.27, -3.56)  -0.024
C (2.52, -5.20, 1.17)  -0.427
C (-3.99, 3.61, -0.90)  -0.054
C (-1.05, 4.94, -4.30)  -0.082
C (2.92, -3.91, -2.05)  -0.377
C (-0.34, 0.85, 3.89)  -0.208
C (2.09, 1.50, 3.89)  -0.184
C (-1.88, 3.10, -2.98)  -0.252
C (-3.91, 2.02, 3.64)  -0.030
C (0.41, 3.77, -2.76)  -0.224
C (-2.13, 0.85, -4.72)  -0.019
C (-2.71, -0.13, 4.21)  -0.180
C (4.19, 0.40, 3.48)  -0.082
C (0.74, 1.47, 4.53)  -0.249
C (-2.32, -3.12, -2.34)  -0.169
C (-5.12, 1.55, -1.74)  -0.015
C (4.55, 3.37, -1.74)  -0.267
C (3.81, 2.61, 2.65)  -0.006
C (-6.12, -2.42, 2.92)  -0.055
C (6.01, 3.21, -1.43)  -0.055
C (2.51, -0.84, 4.83)  -0.035
C (2.60, -0.61, -2.62)  -0.278
C (-6.40, -0.50, -2.45)  -0.055
C (-4.97, -0.24, 3.39)  -0.021
C (-3.19, 1.12, -3.68)  -0.233
C (-2.27, -3.54, -4.68)  -0.079
C (2.19, 2.50, -4.58)  -0.032
H (-5.99, -3.49, 3.11)  0.069
H (4.63, -4.42, -0.84)  0.048
H (1.92, -3.82, 2.73)  0.015
H (-0.92, -2.68, 3.94)  0.071
H (4.07, 4.46, 0.04)  0.100
H (-6.03, -1.52, -2.31)  0.072
H (2.97, 1.96, -5.11)  0.066
H (-4.94, 4.15, -0.88)  0.078
H (-2.54, 1.07, 6.48)  0.120
H (1.19, 4.13, 3.96)  0.080
H (-0.49, -2.84, -5.66)  0.089
H (3.86, -5.82, -1.60)  0.060
H (2.41, -1.69, 4.16)  0.058
H (3.21, -0.07, -1.90)  0.061
H (3.91, -0.40, -4.38)  0.060
H (-1.79, -3.13, 5.41)  0.080
H (-6.22, -2.28, 1.84)  0.079
H (-3.78, 3.27, 0.12)  0.060
H (-2.80, -3.16, -1.37)  0.099
H (2.16, 4.64, 2.56)  0.067
H (-2.72, -3.94, -5.58)  0.102
H (-0.67, -7.62, -1.21)  0.063
H (-0.26, -6.83, 0.32)  0.057
H (1.33, 1.85, -4.45)  0.082
H (-3.05, 4.17, -4.42)  0.120
H (-4.37, -0.57, -4.24)  0.112
H (0.62, -5.84, -2.45)  0.050
H (1.49, 2.47, 6.27)  0.121
H (-0.81, -1.65, 5.37)  0.071
H (4.71, 2.37, -3.63)  0.116
H (-2.43, 0.02, -5.36)  0.073
H (-1.18, 0.60, -4.23)  0.079
H (2.54, -5.36, 3.32)  0.070
H (0.80, 3.53, 2.35)  0.061
H (2.40, -4.23, -2.95)  0.057
H (4.17, 3.48, 2.11)  0.099
H (0.73, 5.56, -0.79)  0.085
H (3.19, -2.87, -2.13)  0.002
H (-1.95, 1.73, -5.33)  0.080
H (6.77, 1.17, 2.91)  0.076
H (-3.06, 2.36, 3.04)  0.083
H (-3.94, -4.05, -3.41)  0.096
H (1.87, 3.34, -5.21)  0.078
H (6.27, 2.15, -1.33)  0.078
H (-3.77, -3.34, 3.96)  0.116
H (4.83, -4.72, -2.58)  0.078
H (-1.29, -6.00, -0.83)  0.033
H (-7.05, -2.10, 3.39)  0.075
H (6.30, 2.46, 1.79)  0.061
H (2.42, -6.27, 0.94)  0.050
H (1.01, 5.40, -4.00)  0.120
H (6.05, 0.76, 1.35)  0.073
H (-1.21, 5.73, -5.02)  0.096
H (0.84, 4.26, 0.38)  0.018
H (-0.66, 2.28, 7.51)  0.098
H (3.57, -4.91, 1.12)  0.021
H (-7.01, -0.50, -3.36)  0.075
H (0.91, -5.27, 2.63)  0.043
H (-4.83, 2.34, 3.15)  0.073
H (-3.20, 4.31, -1.18)  0.071
H (6.63, 3.63, -2.22)  0.075
H (-3.85, 2.51, 4.61)  0.077
H (1.56, -0.69, 5.35)  0.066
H (2.02, 5.57, 0.44)  0.073
H (3.27, -1.08, 5.58)  0.083
H (-5.86, 0.27, 3.01)  0.116
H (1.66, -6.70, -1.31)  0.042
H (-5.86, 1.72, -0.96)  0.116
H (6.27, 3.71, -0.49)  0.063
H (4.82, -0.47, 3.58)  0.112
H (-7.04, -0.24, -1.61)  0.069

---

2.
Density functional theory data (ωB97M-V/def2-TZVPD) for a 9-piece molecular cluster, C63H76IN10O2P2 overall.

As for the charge: -1. For the HOMO energy, the calculation gives -4.40 eV. The calculation puts the calculated total energy at -4124.6790 hartree. The HOMO-LUMO gap comes out at 0.2211 Eh.

Each line ends with the Löwdin charge.
Geometry (Å):
I (0.19, -4.04, -6.51)  0.384
P (-1.29, -2.06, -5.30)  0.450
P (-2.87, -2.52, -6.94)  0.548
O (-0.17, -1.84, -3.97)  -0.395
O (-4.38, 1.57, -3.89)  0.077
N (2.05, 3.19, -5.00)  0.063
N (7.73, -2.00, 5.33)  0.044
N (-8.01, 0.73, 3.16)  0.056
N (-7.16, 5.74, 2.71)  0.053
N (6.18, 2.16, -0.59)  0.049
N (-0.21, 3.57, 0.95)  0.050
N (-5.03, -0.04, -2.41)  0.102
N (4.43, 2.33, 4.53)  0.046
N (-2.91, -1.60, -8.25)  -0.368
N (8.80, -2.64, 10.91)  0.048
C (-0.88, -6.87, -3.58)  -0.055
C (-2.98, 3.40, 0.73)  -0.069
C (-2.21, 2.26, 0.87)  -0.073
C (2.62, 3.20, 5.84)  -0.066
C (6.43, -3.00, 10.97)  -0.081
C (5.78, 2.45, 0.64)  -0.163
C (-0.84, 2.40, 0.98)  -0.151
C (4.83, 3.20, 6.72)  -0.068
C (5.64, -0.89, 4.94)  -0.058
C (-3.87, -0.71, -4.49)  -0.177
C (0.50, -7.91, -1.76)  -0.063
C (-2.98, -0.61, -1.17)  -0.049
C (3.20, -2.34, -2.45)  -0.269
C (3.11, 4.67, -6.56)  -0.077
C (1.81, -1.75, -2.62)  -0.190
C (8.71, -2.51, 9.58)  -0.150
C (1.12, -2.34, -3.84)  -0.383
C (-9.94, 5.85, 2.65)  -0.081
C (2.97, 3.44, -5.93)  -0.152
C (-0.96, 4.66, 0.81)  -0.160
C (5.25, 2.63, 5.53)  -0.160
C (5.71, -3.27, 5.16)  -0.074
C (4.97, -2.11, 4.96)  -0.071
C (-0.15, -5.48, -1.80)  -0.051
C (7.67, -2.88, 11.57)  -0.166
C (-4.07, -3.02, -0.43)  -0.081
C (-0.43, -0.84, -6.47)  -0.428
C (-8.19, 0.90, 0.77)  -0.062
C (-9.28, 4.63, 2.65)  -0.068
C (4.06, -1.64, -1.42)  -0.114
C (-4.79, -2.15, -1.22)  -0.042
C (0.49, 0.20, -5.82)  -0.160
C (-6.29, -0.16, 1.74)  -0.059
C (-6.98, 0.25, 0.61)  -0.064
C (4.06, 2.91, -1.41)  -0.066
C (-8.66, 1.11, 2.06)  -0.181
C (-2.19, -3.35, -4.15)  -0.269
C (3.14, 2.62, 4.69)  -0.147
C (-4.41, 0.39, -3.61)  -0.472
C (-9.19, 7.02, 2.68)  -0.079
C (-0.18, -6.74, -2.40)  -0.294
C (-1.48, -4.53, -3.57)  -0.321
C (7.08, -3.15, 5.35)  -0.182
C (2.23, 5.69, -6.22)  -0.088
C (1.22, 4.18, -4.68)  -0.151
C (-2.81, -2.69, 0.01)  -0.084
C (3.49, 3.50, 6.88)  -0.078
C (-2.34, 4.63, 0.70)  -0.071
C (-1.52, -5.78, -4.16)  -0.116
C (4.53, 2.98, 0.93)  -0.077
C (-2.25, -1.46, -0.37)  -0.074
C (-4.25, -0.95, -1.60)  -0.285
C (5.33, 2.39, -1.59)  -0.167
C (7.01, -0.89, 5.13)  -0.150
C (-0.79, -4.41, -2.37)  -0.065
C (-6.85, 0.10, 2.98)  -0.154
C (-7.81, 6.91, 2.71)  -0.162
C (7.52, -2.61, 8.88)  -0.062
C (-2.34, -0.63, -4.56)  -0.255
C (1.27, 5.44, -5.26)  -0.076
C (6.35, -2.86, 9.59)  -0.077
C (3.65, 3.22, -0.12)  -0.075
C (-7.89, 4.63, 2.68)  -0.145
H (3.41, 3.06, -2.26)  0.088
H (1.85, -0.67, -2.71)  0.114
H (1.21, -2.02, -1.74)  0.102
H (2.67, 3.62, 0.08)  0.089
H (-0.93, -7.82, -4.08)  0.106
H (-0.74, -3.44, -1.89)  0.093
H (7.77, -2.98, 12.65)  0.099
H (-4.50, -3.97, -0.14)  0.106
H (5.11, 0.04, 4.79)  0.069
H (3.87, 4.81, -7.31)  0.098
H (4.25, -0.61, -1.71)  0.056
H (-2.67, 1.28, 0.89)  0.084
H (0.40, -5.36, -0.88)  0.106
H (-1.21, -0.31, -7.00)  0.038
H (0.48, 3.94, -3.93)  0.106
H (5.68, 2.12, -2.58)  0.101
H (-5.25, 0.79, -1.87)  0.116
H (-2.56, 0.34, -1.48)  0.121
H (-6.34, -0.21, 3.89)  0.102
H (3.90, -2.15, 4.81)  0.106
H (3.10, -3.40, -2.19)  0.107
H (-6.57, 0.03, -0.37)  0.078
H (-2.25, -3.38, 0.62)  0.104
H (-9.60, 1.62, 2.23)  0.086
H (-3.12, -3.69, -4.61)  0.057
H (1.56, 3.41, 5.92)  0.103
H (-3.83, -1.19, -8.38)  -0.080
H (6.48, 2.25, 1.44)  0.097
H (2.30, 6.66, -6.69)  0.101
H (-8.77, 1.24, -0.08)  0.105
H (-2.05, -5.91, -5.09)  0.090
H (6.29, 2.39, 5.37)  0.102
H (0.56, 6.20, -4.96)  0.098
H (3.63, -1.67, -0.42)  0.067
H (5.23, -4.24, 5.18)  0.101
H (3.63, 2.61, -6.18)  0.106
H (-2.90, 5.55, 0.59)  0.101
H (-1.26, -1.18, -0.06)  0.106
H (2.49, 2.37, 3.86)  0.106
H (0.68, -8.70, -2.47)  0.069
H (-0.20, 1.52, 1.09)  0.103
H (-2.66, -3.88, -7.24)  -0.094
H (7.50, -2.49, 7.81)  0.068
H (-0.11, -8.31, -0.95)  0.074
H (5.03, -2.13, -1.36)  0.064
H (7.57, 0.04, 5.12)  0.098
H (1.44, -7.60, -1.31)  0.071
H (-4.23, -1.66, -4.10)  0.087
H (-7.19, 7.79, 2.73)  0.101
H (-0.43, 5.61, 0.79)  0.100
H (-11.02, 5.89, 2.63)  0.104
H (7.68, -4.04, 5.52)  0.105
H (-4.30, -0.52, -5.47)  0.101
H (9.64, -2.32, 9.06)  0.104
H (-4.16, -2.61, -6.34)  -0.042
H (3.72, -2.30, -3.41)  0.111
H (-9.66, 7.99, 2.69)  0.098
H (-2.49, -2.73, -3.30)  0.061
H (-5.34, -0.67, 1.65)  0.099
H (0.13, 0.52, -4.84)  0.054
H (3.12, 3.95, 7.79)  0.105
H (-9.83, 3.71, 2.63)  0.077
H (5.55, 3.42, 7.50)  0.102
H (1.52, -0.12, -5.73)  0.058
H (-1.96, -0.54, -3.54)  0.061
H (5.55, -3.19, 11.56)  0.097
H (1.73, -2.09, -4.72)  0.076
H (0.12, -1.36, -7.25)  0.000
H (-4.06, 3.34, 0.65)  0.105
H (0.50, 1.10, -6.44)  0.058
H (5.40, -2.94, 9.07)  0.104
H (1.13, -3.43, -3.75)  0.065
H (4.25, 3.19, 1.95)  0.073
H (-5.78, -2.45, -1.53)  0.119
H (-7.34, 3.70, 2.68)  0.096
H (-2.11, 0.31, -5.04)  0.084

---

3.
Density functional theory data (ωB97M-V/def2-TZVPD) for C63H78BInNO25 as an isolated structure.

As for the charge: -1. For the HOMO energy, the calculation gives -3.86 eV. The calculation puts the calculated total energy at -4598.0274 hartree. The HOMO-LUMO gap comes out at 0.1164 Eh.

Each line ends with the Löwdin charge.
Geometry (Å):
In (4.90, -0.85, 0.82)  0.646
O (-3.01, 0.97, -11.57)  0.091
O (-4.68, -1.76, 5.17)  0.110
O (13.08, -4.09, 2.77)  0.112
O (3.13, 10.51, -6.43)  0.120
O (7.38, -0.56, 2.82)  -0.001
O (-3.68, -0.95, -6.71)  0.120
O (-7.36, -6.59, 8.24)  0.095
O (11.51, -2.07, 2.40)  0.097
O (0.55, 5.89, -5.14)  0.115
O (-5.36, -3.22, 7.20)  0.127
O (-8.18, -3.47, 2.54)  0.121
O (-5.59, -8.39, 8.87)  0.131
O (-0.79, 8.08, -5.59)  0.106
O (4.46, 8.31, -6.07)  0.107
O (7.68, -4.77, 2.45)  0.145
O (-6.02, 7.53, -1.70)  0.099
O (9.26, -6.82, 2.90)  0.100
O (-10.80, -9.77, 8.09)  0.125
O (-2.96, 6.32, 1.64)  0.129
O (-5.18, 1.64, -10.34)  0.114
O (-9.05, -11.55, 8.79)  0.104
O (-1.48, -1.55, -7.92)  0.132
O (-8.90, -4.87, 4.60)  0.097
O (-4.98, 5.87, -3.40)  0.122
O (-1.86, 4.72, -0.09)  0.113
N (-1.83, -1.58, -3.69)  -0.067
C (-5.65, -2.46, 4.98)  -0.302
C (1.09, 9.43, -6.03)  0.070
C (-2.32, -0.79, -8.57)  -0.235
C (-2.20, -0.09, 3.74)  -0.262
C (-7.45, -3.34, 3.63)  -0.242
C (9.82, -5.75, 2.77)  -0.315
C (-6.38, -2.53, 3.73)  0.079
C (-0.37, 0.40, -3.23)  -0.156
C (-9.19, -8.07, 8.12)  0.078
C (-1.55, -0.45, -2.81)  -0.098
C (1.88, 3.88, -2.79)  -0.188
C (-3.59, -0.46, -7.81)  -0.301
C (-3.50, 6.28, 0.44)  -0.239
C (3.26, 8.19, -5.92)  -0.314
C (4.14, -2.74, 1.74)  -0.302
C (-0.15, 2.60, -1.94)  -0.207
C (-7.91, -4.18, 4.79)  -0.313
C (-4.42, 5.92, -2.21)  -0.240
C (2.04, -1.75, 2.84)  -0.203
C (-0.66, 1.88, -3.16)  -0.192
C (-9.57, -9.34, 8.27)  -0.240
C (2.43, 9.44, -6.14)  -0.243
C (9.50, -3.30, 2.39)  0.090
C (-2.83, 5.33, -0.51)  -0.300
C (1.49, 0.68, 3.43)  -0.226
C (-6.83, -8.80, 8.71)  -0.239
C (-0.93, 0.64, 4.04)  -0.214
C (-3.05, -2.02, -4.00)  -0.134
C (-3.10, 0.51, -10.45)  -0.324
C (-8.60, -10.43, 8.67)  -0.317
C (10.93, -3.13, 2.49)  -0.312
C (-3.36, 5.19, -1.85)  0.082
C (1.25, 6.96, -5.46)  -0.235
C (3.72, 1.86, -0.26)  -0.324
C (-4.58, 0.39, -8.44)  0.075
C (-2.11, -0.32, -9.82)  0.068
C (-6.10, -3.33, 6.12)  -0.233
C (0.41, 8.19, -5.70)  -0.314
C (3.28, -2.60, 2.96)  -0.323
C (-7.81, -7.71, 8.34)  -0.303
C (5.11, 2.16, 3.32)  -0.123
C (-7.17, -4.14, 6.03)  0.073
C (-1.62, -3.27, -4.94)  -0.150
C (-0.95, -2.36, -4.31)  -0.116
C (-4.35, 0.85, -9.68)  -0.246
C (2.59, 6.96, -5.57)  0.079
C (4.82, 2.04, -1.28)  -0.213
C (8.97, -4.53, 2.52)  -0.230
C (4.62, 1.60, -2.71)  -0.209
C (0.45, 3.93, -2.28)  -0.193
C (-2.93, -3.06, -4.76)  -0.154
C (-7.21, -10.08, 8.87)  0.073
C (1.97, -0.65, 3.89)  -0.194
C (6.39, 1.75, 2.61)  -0.222
C (3.86, 2.53, -3.59)  -0.197
C (11.26, -5.58, 2.85)  0.065
C (2.35, 2.57, -3.35)  -0.194
C (-4.56, 7.02, 0.07)  0.071
C (3.28, 0.46, -0.02)  -0.287
C (-2.02, -1.53, 3.37)  -0.098
C (0.09, 0.65, 2.93)  -0.215
C (11.79, -4.36, 2.72)  -0.245
C (-5.08, 6.90, -1.27)  -0.318
B (6.37, 0.22, 2.24)  -0.507
H (5.88, -1.34, -0.61)  -0.085
H (-0.97, 2.79, -1.30)  0.081
H (-1.21, -0.55, -10.37)  0.133
H (7.22, 1.93, 3.26)  0.075
H (3.19, 6.08, -5.41)  0.135
H (0.41, 0.22, -2.55)  0.095
H (-5.05, 7.71, 0.75)  0.133
H (-1.17, 1.65, 4.25)  0.104
H (5.65, 1.49, -0.92)  0.072
H (-5.60, -7.42, 8.70)  0.124
H (-2.87, 4.49, -2.52)  0.128
H (2.37, 0.47, 0.54)  0.000
H (-2.88, -1.84, 2.84)  0.054
H (-2.79, -0.07, 4.62)  0.079
H (2.88, 2.47, -0.55)  0.076
H (4.23, 0.62, -2.80)  0.103
H (7.56, -5.72, 2.58)  0.123
H (-1.92, -2.17, 4.20)  0.066
H (-10.79, -10.73, 8.26)  0.120
H (8.89, -2.43, 2.22)  0.118
H (5.26, 2.27, 4.36)  0.061
H (2.57, 4.23, -2.05)  0.102
H (-1.33, -0.85, -1.85)  0.118
H (-1.19, -4.06, -5.49)  0.104
H (1.96, -1.37, 1.84)  0.084
H (-6.04, -1.91, 2.91)  0.136
H (-2.42, 0.14, -2.70)  0.110
H (-1.20, -1.69, 2.71)  0.051
H (13.15, -3.13, 2.64)  0.115
H (4.28, 3.51, -3.53)  0.102
H (4.08, 2.29, 0.64)  0.077
H (-2.77, 0.41, 2.99)  0.102
H (3.01, 0.01, -0.96)  0.007
H (11.87, -6.46, 3.01)  0.130
H (3.97, 2.18, -4.59)  0.095
H (-3.69, -3.66, -5.16)  0.103
H (5.01, -3.27, 2.05)  0.004
H (-9.87, -7.28, 7.83)  0.137
H (-3.93, -1.57, -3.67)  0.115
H (-5.47, 0.63, -7.88)  0.133
H (0.09, -2.24, -4.22)  0.124
H (3.86, -2.29, 3.79)  0.083
H (1.88, 2.44, -4.29)  0.102
H (1.33, -0.99, 4.67)  0.097
H (0.46, 4.50, -1.38)  0.092
H (0.53, 2.01, -1.37)  0.103
H (-0.02, -0.20, 2.30)  0.085
H (-4.76, 1.80, -11.20)  0.116
H (-1.71, 2.07, -3.28)  0.099
H (-0.39, 6.17, -5.14)  0.122
H (5.04, 3.09, -1.31)  0.106
H (-0.03, 0.13, -4.20)  0.106
H (-0.48, 0.25, 4.93)  0.103
H (4.76, 3.09, 2.95)  0.058
H (2.95, -3.59, 3.22)  0.085
H (-0.04, 1.52, 2.34)  0.105
H (1.50, 1.34, 4.27)  0.110
H (-0.17, 2.32, -3.99)  0.086
H (2.11, 1.77, -2.69)  0.086
H (1.20, -2.37, 3.00)  0.087
H (2.15, 1.12, 2.72)  0.086
H (0.49, 10.31, -6.18)  0.133
H (8.15, -0.42, 2.27)  0.067
H (-7.51, -4.76, 6.84)  0.106
H (3.67, -3.34, 0.98)  0.015
H (-6.52, -10.87, 9.14)  0.135
H (-1.86, -1.76, -7.04)  0.107
H (5.61, 1.54, -3.12)  0.103
H (-8.87, -4.11, 2.76)  0.117
H (2.92, -0.51, 4.36)  0.096
H (4.07, 10.22, -6.44)  0.119
H (-5.71, 6.51, -3.39)  0.118
H (1.94, 4.58, -3.58)  0.070
H (-2.21, 5.69, 1.62)  0.125
H (4.35, 1.44, 3.14)  0.025
H (-0.17, 4.47, -2.95)  0.087
H (-4.66, -2.57, 6.99)  0.121
H (6.54, 2.34, 1.73)  0.080

---

no.,largest force on an atom (eV Å⁻¹)
1,3.1
2,1.8
3,5.1